This record from the OMol25 dataset describes C9H21EuF3IO4P2S as an isolated structure at a distorted geometry. The level of theory is the ωB97M-V functional and the def2-TZVPD basis.

CARTESIAN COORDINATES (ANGSTROEM)
Eu1 1.21 0.00 0.10
I1 0.10 -0.01 -3.20
S1 -1.15 0.14 2.52
P1 0.29 -2.81 0.06
P2 0.24 2.74 -0.33
F1 -0.56 1.23 4.78
F2 -0.61 -0.97 4.78
F3 -2.50 0.17 4.86
O1 -1.75 1.41 2.15
O2 0.34 0.11 2.32
O3 -2.34 -0.05 -0.63
O4 -1.80 -1.10 2.16
C1 -1.24 0.15 4.35
C2 -1.27 -0.07 -0.23
C3 1.44 3.37 -1.58
C4 -1.26 3.75 -0.57
C5 0.19 -0.04 -5.38
C6 0.95 3.48 1.19
C7 1.50 -3.62 -1.06
C8 -1.20 -3.87 -0.01
C9 1.00 -3.30 1.68
H1 1.93 3.03 1.40
H2 -0.94 -4.93 0.14
H3 2.43 2.95 -1.37
H4 1.97 -2.81 1.83
H5 1.58 -4.70 -0.85
H6 -1.89 -3.52 0.77
H7 -1.73 3.46 -1.52
H8 2.49 -3.15 -0.92
H9 1.06 4.56 1.04
H10 0.29 3.27 2.04
H11 1.19 -3.45 -2.10
H12 -0.22 -0.99 -5.72
H13 1.14 3.03 -2.58
H14 1.50 4.47 -1.54
H15 1.14 -4.39 1.69
H16 -1.68 -3.73 -0.99
H17 -0.41 0.79 -5.76
H18 -1.95 3.50 0.25
H19 1.23 0.07 -5.68
H20 0.33 -2.98 2.49
H21 -1.02 4.83 -0.57

As for the expectation value of S²: 12.1963. The calculation puts the HOMO-LUMO gap (spin up / spin down) at 5.3470 / 8.4576 eV. The multiplicity is 7. As for the largest force on an atom: 0.0813 hartree/bohr. Its HOMO energy (spin up / spin down) is -16.20 / -16.22 eV. Its charge is +2. The value obtained for the calculated total energy is -3044.39892 Ha. As for the relative energy (zero: lowest compared OMol25 entry of this formula, charge and spin): 41.4 kJ/mol.

---

This record from the OMol25 dataset describes one molecule with the formula C2H5NS at a distorted geometry. The level of theory is the ωB97M-V functional and the def2-TZVPD basis.

CARTESIAN COORDINATES (ANGSTROEM)
S1 0.03 1.10 -0.81
N1 -1.14 -1.02 0.30
C1 1.12 -0.74 0.91
C2 -0.02 -0.25 0.11
H1 0.96 -0.48 2.00
H2 -1.34 -1.18 1.31
H3 -2.02 -0.80 -0.06
H4 2.05 -0.25 0.64
H5 1.31 -1.80 0.77

The calculation puts the HOMO-LUMO gap at 8.8722 eV. As for the structure (SMILES): CC(N)=S. As for the largest force on an atom: 0.0558 hartree/bohr. Its HOMO energy is -8.47 eV. The value obtained for the calculated total energy is -532.13576 Ha. As for the relative energy (zero: lowest compared OMol25 entry of this formula, charge and spin): 17.9 kJ/mol.

---

This record from the OMol25 dataset describes C59H54Br2F5Ge2NOPdS4 as an isolated structure at a distorted geometry. The level of theory is the ωB97M-V functional and the def2-TZVPD basis.

CARTESIAN COORDINATES (ANGSTROEM)
Pd1 0.07 2.49 0.01
Br1 -7.18 4.47 -0.11
Br2 -2.37 7.42 0.06
Ge1 0.18 0.24 -1.48
Ge2 0.33 0.00 1.54
S1 -0.22 1.99 2.32
S2 -0.73 -1.18 0.01
S3 1.97 0.29 0.00
S4 0.11 2.30 -2.36
F1 2.73 3.08 -0.93
F2 1.28 5.44 -1.02
F3 1.33 5.46 1.17
F4 2.56 3.10 1.23
F5 3.17 5.38 0.04
O1 -1.17 4.63 0.10
N1 -2.36 2.13 -0.13
C1 -2.27 0.01 -4.42
C2 2.02 -1.87 5.07
C3 -1.85 -2.00 3.22
C4 -4.46 -2.28 2.23
C5 1.93 -1.05 -3.65
C6 4.89 0.01 2.01
C7 4.21 1.78 3.46
C8 2.26 1.55 5.03
C9 0.68 -1.04 -2.98
C10 -2.81 -1.02 3.49
C11 -3.53 -3.11 -1.76
C12 5.99 3.01 -2.76
C13 -4.54 3.25 -0.06
C14 0.98 -2.62 5.60
C15 1.84 -1.13 3.91
C16 1.86 3.38 0.09
C17 -1.22 -4.03 -1.46
C18 -4.02 -1.22 -3.13
C19 -3.00 0.99 -0.14
C20 5.06 1.30 2.46
C21 1.20 -2.88 -5.05
C22 -2.40 4.57 0.01
C23 4.08 -0.29 -2.52
C24 -1.20 -4.25 2.25
C25 -0.32 -1.94 -3.42
C26 5.05 0.70 -2.34
C27 4.23 -1.60 -1.79
C28 -0.46 -1.90 3.78
C29 -3.50 -3.28 2.02
C30 -5.86 -2.44 1.68
C31 -1.73 -1.98 -2.91
C32 -3.24 5.73 -0.01
C33 3.02 -0.05 -3.40
C34 4.99 1.91 -3.02
C35 2.16 -1.97 -4.66
C36 -2.17 -3.01 -2.05
C37 -4.62 5.68 -0.06
C38 -5.17 1.98 -0.02
C39 -4.47 -2.24 -2.29
C40 3.97 2.11 -3.94
C41 -0.24 -2.62 4.96
C42 -2.21 -3.16 2.51
C43 6.13 2.18 1.88
C44 3.17 1.01 3.95
C45 -0.04 -2.86 -4.44
C46 -4.10 -1.17 2.97
C47 -5.94 -2.41 -2.03
C48 3.86 -0.80 2.48
C49 -2.68 -1.08 -3.45
C50 -2.54 0.19 4.36
C51 2.99 1.15 -4.15
C52 1.86 4.94 0.07
C53 -4.40 0.87 -0.05
C54 0.60 -1.14 3.22
C55 3.71 -2.22 1.97
C56 1.93 1.37 -5.20
C57 -5.26 4.47 -0.08
C58 2.98 -0.29 3.43
C59 -3.11 3.29 -0.07
H1 4.65 -2.77 2.09
H2 0.94 1.15 -4.81
H3 1.13 -3.19 6.51
H4 -6.44 -3.15 2.27
H5 6.87 2.63 -2.23
H6 -3.15 0.38 -4.97
H7 2.93 -2.75 2.51
H8 -1.45 -5.03 -1.82
H9 -6.39 -1.48 1.69
H10 6.15 3.16 2.37
H11 2.29 0.93 5.93
H12 -1.08 -3.18 5.38
H13 3.12 -1.95 -5.17
H14 5.53 3.79 -2.14
H15 4.47 -1.41 -0.75
H16 -1.67 -5.09 1.72
H17 -3.34 0.31 5.10
H18 1.40 -3.59 -5.85
H19 -6.49 -2.47 -2.97
H20 -2.49 1.10 3.76
H21 7.12 1.73 1.98
H22 -1.82 0.86 -3.90
H23 -1.59 0.10 4.89
H24 -0.82 -3.54 -4.76
H25 2.55 2.57 5.30
H26 -4.84 -0.39 3.16
H27 6.31 3.48 -3.69
H28 -6.14 -3.32 -1.46
H29 1.23 1.58 4.67
H30 3.91 3.05 -4.49
H31 -1.32 -4.02 -0.37
H32 -6.25 1.93 0.04
H33 -4.82 -0.13 -0.01
H34 4.33 2.79 3.83
H35 3.44 -2.21 0.92
H36 -0.77 -4.62 3.18
H37 5.05 -2.18 -2.23
H38 -3.85 -3.91 -1.09
H39 -4.74 -0.53 -3.55
H40 3.32 -2.19 -1.83
H41 -0.18 -3.80 -1.69
H42 -0.38 -3.87 1.64
H43 2.99 -1.85 5.56
H44 5.85 0.53 -1.63
H45 -1.53 -0.36 -5.14
H46 -6.35 -1.56 -1.47
H47 2.10 0.71 -6.07
H48 -3.78 -4.17 1.45
H49 1.94 2.41 -5.54
H50 -5.19 6.60 -0.07
H51 -5.83 -2.81 0.65
H52 5.55 -0.39 1.24
H53 5.95 2.34 0.81
H54 -2.43 0.08 -0.20

The calculation puts the HOMO-LUMO gap (spin up / spin down) at 5.6484 / 5.6497 eV. As for the largest force on an atom: 0.0532 hartree/bohr. Its HOMO energy (spin up / spin down) is -1.85 / -1.85 eV. Its charge is -2. The value obtained for the calculated total energy is -13932.84466 Ha. As for the relative energy (zero: lowest compared OMol25 entry of this formula, charge and spin): 190.9 kJ/mol.

---

- The highest calculated total energy belongs to which entry?
  C2H5NS